<1>
Computed, not measured: a 2-piece molecular cluster, C8H11NO overall, with the ωB97M-V functional and the def2-TZVPD basis.

CARTESIAN COORDINATES (ANGSTROEM)
O -1.123 -1.508 -1.931
N -1.843 0.251 -0.410
C 1.631 0.868 2.635
C 0.967 -0.679 0.779
C 1.496 0.004 -0.239
C -1.948 -0.610 -1.488
C 1.259 -0.387 2.124
C 2.169 1.645 1.430
C 2.076 1.174 0.171
C -3.219 -0.625 -2.357
H -1.099 0.313 0.087
H 0.748 -1.626 0.484
H 1.499 -0.245 -1.229
H -2.638 0.860 0.274
H 2.393 2.555 1.689
H -3.582 -1.640 -2.113
H 1.617 1.143 3.676
H 0.647 -0.902 2.904
H -3.866 0.104 -1.732
H 2.520 1.802 -0.603
H -2.938 -0.399 -3.443

SMILES   c1ccccc1.CC(N)=O
Gap between HOMO and LUMO   9.8 eV
Highest occupied orbital energy   -9.248 eV

---

<2>
Computed, not measured: a 2-piece molecular cluster, C8H11NO overall, with the ωB97M-V functional and the def2-TZVPD basis.

CARTESIAN COORDINATES (ANGSTROEM)
O -4.566 -0.405 -0.265
N -3.027 1.245 -0.152
C -2.301 -0.955 0.601
C 1.993 1.379 0.086
C 0.965 0.567 -0.464
C 0.964 -0.789 -0.589
C 3.188 0.745 0.278
C 3.277 -0.564 0.063
C -3.432 -0.061 0.014
C 2.125 -1.292 -0.099
H -3.785 2.014 -0.340
H -1.725 -1.429 -0.263
H 0.047 -1.412 -0.914
H 2.434 -2.349 -0.362
H 0.060 1.029 -0.669
H -1.576 -0.252 1.043
H -2.633 -1.707 1.228
H 4.248 -1.332 -0.029
H 4.132 1.465 0.303
H -2.174 1.625 0.444
H 1.786 2.476 0.086

SMILES   c1ccccc1.CC(N)=O
Gap between HOMO and LUMO   10.1 eV
Highest occupied orbital energy   -9.515 eV

---

<3>
Computed, not measured: a 2-piece molecular cluster, C8H11NO overall, with the ωB97M-V functional and the def2-TZVPD basis.

CARTESIAN COORDINATES (ANGSTROEM)
O 1.924 -1.623 0.074
N 0.882 -0.216 1.479
C 1.916 -1.082 1.215
C -2.792 1.201 -1.391
C -1.849 2.099 -1.806
C -2.387 -0.062 -0.915
C -0.425 1.800 -1.531
C 2.703 -1.663 2.339
C -0.949 -0.414 -1.004
C 0.058 0.533 -1.123
H 3.666 -1.677 1.881
H -2.147 3.142 -2.158
H 0.551 0.115 2.336
H -0.659 -1.413 -0.701
H -3.067 -0.865 -0.699
H -3.976 1.370 -1.807
H 0.185 2.606 -1.815
H 1.205 0.242 -0.928
H 2.563 -2.716 2.405
H 2.485 -1.239 3.364
H 0.114 -0.138 0.784

SMILES   c1ccccc1.CC(N)=O
Gap between HOMO and LUMO   9.8 eV
Highest occupied orbital energy   -8.986 eV

---

<3> is preferred energetically. Next in line: 11.3 kJ/mol higher.

---

<1>
Computed, not measured: an isolated ion of composition C5H11N2O and charge +1, with the ωB97M-V functional and the def2-TZVPD basis.

CARTESIAN COORDINATES (ANGSTROEM)
O 1.359 0.771 1.170
N 0.184 0.809 1.041
N -0.111 1.882 -0.932
C 0.933 -0.963 -0.325
C -0.976 0.661 -0.819
C 2.000 -0.300 0.424
C -0.357 -0.203 0.182
C -1.474 -0.983 1.006
H -0.566 2.699 -0.917
H 0.936 -0.890 -1.316
H -1.610 -1.851 0.387
H -1.254 -1.140 1.991
H 0.475 1.707 -1.658
H -1.364 0.034 -1.679
H 0.964 -2.008 -0.165
H 2.389 -0.807 1.243
H -2.426 -0.513 0.934
H -1.940 0.925 -0.441
H 2.839 0.172 -0.127

Net charge   +1
Gap between HOMO and LUMO (spin up / spin down)   9.0 / 9.0 eV
Highest occupied orbital energy (spin up / spin down)   -14.553 / -14.554 eV

---

<2>
Computed, not measured: an isolated ion of composition C5H11N2O and charge +1, with the ωB97M-V functional and the def2-TZVPD basis.

CARTESIAN COORDINATES (ANGSTROEM)
O 0.818 2.053 -0.362
N 0.605 -1.346 -0.228
N 0.738 0.198 -1.735
C 1.086 -0.991 -1.403
C 0.379 0.247 1.744
C -1.669 -0.685 0.494
C -0.194 -0.260 0.398
C -0.102 0.778 -0.750
H 0.885 -2.068 0.362
H 0.643 -0.433 2.555
H -1.804 -1.506 1.235
H -2.358 0.162 0.865
H 1.840 -1.645 -1.926
H 0.887 0.792 -2.589
H -0.245 1.038 2.191
H -2.067 -1.062 -0.451
H -1.036 1.016 -1.231
H 1.339 0.870 1.482
H 0.255 2.841 -0.651

SMILES   CC1(C)NC=[NH+][C@@H]1O
Net charge   +1
Gap between HOMO and LUMO   11.2 eV
Highest occupied orbital energy   -14.720 eV

---

<2> is preferred energetically. Next in line: 399.2 kJ/mol higher.